# 1
This record from the Open Molecules 2025 dataset describes the molecule C5H8O2. The level of theory is ωB97M-V/def2-TZVPD.

```
15
Properties=species:S:1:pos:R:3:forces:R:3
C 0.93198 -0.59338 -1.21638 0.008 -0.039 -0.071
C 0.38496 -0.19948 0.14927 -0.091 0.099 -0.150
O 1.18102 -0.70965 1.19055 -0.021 -0.198 0.031
C 0.17915 1.30643 0.31442 0.141 -0.044 0.156
C -1.91750 0.46911 0.05737 0.233 -0.036 0.103
C -1.05637 -0.65582 0.33396 -0.154 -0.196 0.067
O -1.39677 -1.78592 0.64349 0.073 0.389 -0.102
H 1.96595 -0.24398 -1.30355 -0.137 -0.027 0.004
H 0.92026 -1.68412 -1.31072 0.003 0.154 0.003
H 0.33349 -0.16880 -2.02974 0.071 -0.038 0.135
H 0.86521 -1.61718 1.33453 0.103 0.111 0.078
H 0.22384 1.61400 1.35865 -0.045 -0.053 -0.153
H 0.80655 1.94290 -0.31710 -0.133 -0.086 0.055
H -2.42316 0.91368 0.92219 0.073 -0.047 -0.097
H -0.87226 1.54165 -0.13101 -0.124 0.011 -0.059
```
Positions in Å, forces in eV/Å.

Computed properties:
frontier orbital gap = 8.65 eV
F_max = 0.41 eV Å⁻¹
molecular weight = 100.12 Da
energy above the lowest of the compared OMol25 structures with the same formula, charge and spin = 4.191 eV
charge = 0

# 2
This record from the Open Molecules 2025 dataset describes a cluster of 5 separate species, C32H73IN6O2P in total in a non-equilibrium geometry. The level of theory is ωB97M-V/def2-TZVPD.

```
115
Properties=species:S:1:pos:R:3:forces:R:3
C 9.90313 0.74367 -2.70004 -0.474 0.091 -0.070
C 9.23669 2.12586 -2.51296 0.494 -0.552 0.058
C 9.32691 3.02125 -3.74345 0.246 -0.150 0.478
O 8.23732 2.87163 -4.64764 -0.231 0.240 -0.170
C 7.02389 3.42213 -4.18446 0.773 -0.635 -0.144
C 6.10960 2.27740 -3.81468 -0.100 -0.499 -0.157
C 6.26199 1.03643 -4.44823 -0.550 -0.152 0.383
C 5.41730 0.02422 -4.06326 0.379 -0.045 -0.342
C 4.47601 0.24912 -3.05570 0.207 0.225 -0.107
N 4.34141 1.41803 -2.48632 0.135 -0.010 -0.172
N 5.15143 2.39089 -2.89304 -0.588 0.490 -0.147
P 4.95637 4.02989 -2.05571 0.332 0.249 1.173
O 4.46974 4.93343 -3.30526 0.016 -0.410 -0.108
I 2.97190 3.67122 -0.76365 0.079 0.069 -0.203
H 10.63975 0.55337 -1.92978 0.150 -0.033 0.086
H 10.38926 0.66782 -3.66739 0.136 -0.027 -0.111
H 9.16985 -0.05653 -2.64406 -0.039 -0.153 -0.020
H 9.73376 2.61279 -1.67970 -0.005 0.281 0.066
H 8.20739 1.96954 -2.19192 -0.200 0.247 0.000
H 9.45903 4.06244 -3.44330 -0.290 0.195 -0.132
H 10.20936 2.74846 -4.30995 0.107 0.016 -0.185
H 6.59379 3.98234 -5.00992 -0.267 0.249 0.054
H 7.22353 4.05764 -3.32359 -0.244 0.280 0.072
H 7.01079 0.91085 -5.20842 0.167 0.034 -0.079
H 5.46891 -0.95010 -4.52264 0.048 -0.095 -0.083
H 3.81217 -0.53303 -2.72814 -0.163 -0.011 0.207
H 4.95847 5.76554 -3.23981 -0.089 0.209 -0.263
C 1.35413 0.25506 -0.73329 0.028 -0.088 -0.097
C 0.60557 -0.82057 0.03787 -0.068 0.083 -0.071
N 0.78166 -0.70972 1.47200 0.091 -0.069 0.048
C 0.30300 -1.87560 2.19709 0.012 -0.228 0.067
C -1.19679 -2.18515 2.14910 -0.025 -0.031 0.092
C 0.44789 0.58081 2.04895 -0.006 0.236 -0.004
C -0.97570 1.11750 1.84477 0.032 0.054 0.072
H 2.41459 0.25854 -0.46978 -0.016 0.041 0.088
H 1.26804 0.06961 -1.80653 -0.046 0.010 -0.014
H 0.94707 1.24829 -0.54588 -0.007 0.006 -0.014
H 0.98998 -1.79678 -0.27011 -0.045 -0.056 0.082
H -0.45320 -0.79668 -0.26595 0.017 -0.011 -0.043
H 0.61698 -1.78778 3.24006 0.002 0.108 -0.005
H 0.84311 -2.74412 1.80692 0.009 0.043 -0.083
H -1.77762 -1.51206 2.77785 -0.009 0.049 -0.050
H -1.37224 -3.19655 2.52097 0.013 -0.008 -0.009
H -1.59090 -2.13811 1.13308 -0.013 0.022 0.000
H 1.15066 1.31999 1.65081 0.010 -0.045 -0.044
H 0.66805 0.53962 3.11774 -0.019 -0.108 0.008
H -1.32210 0.98715 0.81834 0.010 -0.017 -0.010
H -0.99857 2.18741 2.06199 0.006 -0.003 0.009
H -1.69333 0.64207 2.51020 -0.032 -0.054 -0.062
C -5.19075 -6.42718 -2.62391 -0.029 -0.046 0.000
C -3.78658 -5.88051 -2.42482 -0.079 -0.130 0.051
N -3.77577 -4.49543 -1.98961 0.062 0.103 -0.008
C -2.46351 -3.88421 -2.04641 0.162 0.078 -0.124
C -1.36742 -4.43515 -1.12453 0.066 0.121 0.020
C -4.55967 -4.20304 -0.80119 -0.215 -0.001 0.112
C -4.22299 -4.95642 0.49318 -0.017 0.088 0.037
H -5.75928 -5.80338 -3.31476 0.003 0.046 0.028
H -5.14229 -7.43445 -3.03881 0.020 -0.005 0.005
H -5.73837 -6.48899 -1.68312 -0.024 -0.016 -0.015
H -3.25508 -5.93424 -3.37876 0.067 0.078 0.023
H -3.24692 -6.54578 -1.73167 0.006 -0.014 -0.021
H -2.57621 -2.81131 -1.86090 -0.067 -0.011 0.061
H -2.11030 -3.96191 -3.08009 -0.052 -0.084 -0.013
H -1.51829 -4.12710 -0.09111 -0.011 -0.090 0.030
H -0.39573 -4.04407 -1.43799 -0.004 0.004 -0.008
H -1.30498 -5.52284 -1.15722 -0.036 -0.009 -0.011
H -5.60977 -4.38938 -1.03822 0.026 -0.047 -0.048
H -4.50418 -3.12696 -0.61614 0.103 0.011 -0.044
H -4.06314 -6.02130 0.31930 -0.008 -0.007 -0.022
H -5.05402 -4.86447 1.19595 -0.001 0.004 -0.009
H -3.34001 -4.55278 0.98795 0.046 -0.062 -0.025
C -8.09628 -6.36325 0.05199 0.017 0.000 -0.064
C -9.31994 -6.32218 0.95360 0.044 0.090 -0.104
N -8.98521 -6.28459 2.36453 -0.035 -0.048 0.083
C -10.12600 -6.51758 3.23300 -0.139 -0.130 0.086
C -11.26489 -5.49000 3.22698 0.000 -0.007 0.087
C -8.08641 -5.21856 2.76741 0.199 0.110 -0.023
C -8.51009 -3.76949 2.48754 0.062 0.023 0.076
H -7.44561 -7.19877 0.31574 0.015 0.020 0.050
H -8.40541 -6.48872 -0.98666 -0.013 0.000 -0.001
H -7.51591 -5.44034 0.10733 0.008 -0.007 0.000
H -9.90689 -7.22682 0.77618 -0.052 0.006 0.083
H -9.95442 -5.47558 0.64558 -0.008 -0.020 -0.027
H -9.75941 -6.63529 4.25620 0.070 0.053 -0.012
H -10.54492 -7.49183 2.96292 0.030 0.010 -0.085
H -10.99571 -4.57812 3.75824 0.018 0.035 -0.054
H -12.13640 -5.90913 3.73318 0.004 -0.014 -0.002
H -11.57291 -5.22333 2.21570 0.015 -0.002 -0.014
H -7.12259 -5.38978 2.28028 -0.042 -0.036 -0.047
H -7.88160 -5.33418 3.83444 -0.101 -0.041 0.024
H -8.92168 -3.64851 1.48458 -0.004 -0.024 -0.010
H -7.64018 -3.11309 2.56315 0.006 -0.008 0.003
H -9.24543 -3.40953 3.20500 -0.068 -0.011 -0.055
C 5.38828 7.63769 0.06858 0.002 -0.062 -0.029
C 4.12757 7.64907 0.92236 0.008 0.129 -0.160
N 4.39645 7.69466 2.34282 0.024 -0.112 0.090
C 3.22342 7.42356 3.15729 -0.155 -0.135 0.074
C 2.05330 8.41281 3.09704 -0.001 -0.015 0.078
C 5.24101 8.79196 2.78781 0.197 0.149 -0.032
C 4.77794 10.22461 2.49112 0.046 0.010 0.080
H 6.04800 6.81725 0.35915 0.014 0.025 0.052
H 5.11369 7.50549 -0.98263 -0.015 0.035 -0.002
H 5.94603 8.57101 0.13878 0.013 -0.003 -0.014
H 3.57663 6.72762 0.71543 -0.104 -0.009 0.109
H 3.48392 8.47728 0.58500 0.000 -0.025 -0.054
H 3.54608 7.31687 4.19566 0.072 0.054 -0.009
H 2.84973 6.43505 2.86868 0.039 0.010 -0.080
H 2.26736 9.33199 3.63932 0.018 0.036 -0.053
H 1.17368 7.96510 3.56278 0.005 -0.013 0.001
H 1.78318 8.67090 2.07255 0.014 0.002 -0.012
H 6.23142 8.65571 2.34579 -0.034 -0.038 -0.050
H 5.40074 8.67972 3.86206 -0.099 -0.054 0.020
H 4.40764 10.33573 1.47085 -0.001 -0.017 -0.009
H 5.61834 10.91099 2.60735 0.006 -0.007 0.004
H 3.99878 10.55539 3.17504 -0.064 -0.012 -0.058
```
Positions in Å, forces in eV/Å.

Computed properties:
frontier orbital gap = 4.41 eV
F_max = 1.24 eV Å⁻¹
molecular weight = 731.85 Da
charge = +1

# 3
This record from the Open Molecules 2025 dataset describes the molecule C5H8O in a non-equilibrium geometry. The level of theory is ωB97M-V/def2-TZVPD.

```
14
Properties=species:S:1:pos:R:3:forces:R:3
C -0.01546 1.27809 0.36423 -0.455 0.015 0.241
C 1.18850 0.74904 0.12903 -0.953 0.051 -0.924
C 1.40819 -0.73441 0.13533 0.190 0.109 -0.146
O 0.20778 -1.47153 0.33134 0.011 -0.008 0.058
C -0.88496 -0.88974 -0.34256 -0.283 0.059 0.020
C -1.24858 0.45320 0.30074 -0.263 -0.157 0.298
H -0.09383 2.36802 0.34608 -0.203 -0.253 -0.371
H 1.44699 1.40858 -0.69254 2.430 0.236 0.407
H 2.06295 -1.05635 0.95606 -0.066 0.255 -0.191
H 1.90445 -1.02293 -0.80340 -0.121 -0.099 0.016
H -1.71739 -1.59302 -0.26871 0.117 0.020 0.004
H -0.64203 -0.76098 -1.41416 -0.077 0.102 0.248
H -1.95348 0.99781 -0.34400 -0.039 -0.158 0.242
H -1.70610 0.31092 1.27678 -0.287 -0.173 0.099
```
Positions in Å, forces in eV/Å.

Computed properties:
frontier orbital gap = 9.96 eV
structure (SMILES) = C1=CCOCC1
F_max = 2.47 eV Å⁻¹
molecular weight = 84.12 Da
energy above the lowest of the compared OMol25 structures with the same formula, charge and spin = 2.307 eV
charge = 0